No. 1
The following is a DFT calculation (ωB97M-V/def2-TZVPD) of a structure of composition C37H37BeGeN5O2S2Si in a non-equilibrium geometry.

The geometry in XYZ format:
```
86
Properties=species:S:1:pos:R:3:lowdin_charge:R:1
Be 0.4147 -1.0368 0.2773 0.007
C -3.2570 -4.2476 4.9521 -0.196
Si -3.7775 -3.4312 3.3057 0.522
C -4.0442 -4.8666 2.1175 -0.237
C -5.4772 -2.6189 3.5819 -0.188
C -2.5378 -2.0595 2.9814 -0.282
C -2.3315 -1.1412 3.9936 -0.126
C -1.3878 -0.1255 3.8638 -0.091
C -0.6339 -0.1038 2.7131 -0.145
N -0.7897 -0.9593 1.7083 -0.007
C -1.7808 -1.9084 1.7673 -0.806
S -2.0826 -2.7965 0.3658 0.574
H -3.9678 -5.0209 5.2573 0.014
H -3.1777 -3.5230 5.7669 0.011
H -2.2779 -4.7197 4.8377 0.023
H -4.7712 -5.5800 2.5239 0.018
H -3.1051 -5.3879 1.9297 0.016
H -4.3939 -4.5033 1.1538 -0.003
H -6.2422 -3.3490 3.8603 0.014
H -5.7973 -2.1292 2.6589 0.024
H -5.4370 -1.8549 4.3627 0.015
H -2.9160 -1.2107 4.9092 0.089
H -1.2485 0.6206 4.6340 0.087
H 0.1408 0.6411 2.5596 0.091
N 6.4346 0.1844 -3.8395 0.065
C 5.1480 -0.3453 -3.6063 -0.337
C 4.6899 -1.4284 -4.3552 -0.056
C 3.4236 -1.9435 -4.1291 -0.070
C 2.6126 -1.3799 -3.1598 -0.276
C 3.0360 -0.2767 -2.4356 -0.064
C 4.3020 0.2359 -2.6640 -0.031
S 1.0102 -2.1180 -2.8339 0.611
O 0.0093 -1.2992 -3.4602 -0.299
O 1.0728 -3.4863 -3.2972 -0.328
N 0.8118 -2.0191 -1.2248 -0.068
C 1.7092 -2.6250 -0.4390 -0.438
N 2.7363 -3.3943 -0.8554 0.151
C 3.4835 -3.9342 0.0895 -0.141
C 3.2694 -3.7319 1.4487 -0.081
C 2.2290 -2.8876 1.7871 -0.094
N 1.4694 -2.3210 0.8698 0.113
H 7.0859 -0.4991 -4.1898 0.067
H 6.8060 0.6790 -3.0441 0.071
H 5.3406 -1.8691 -5.1046 0.096
H 3.0606 -2.7985 -4.6859 0.106
H 2.3762 0.1586 -1.6633 0.052
H 4.6465 1.0936 -2.0933 0.107
H 4.2922 -4.5683 -0.2644 0.099
H 3.8837 -4.2024 2.2026 0.081
H 1.9804 -2.6533 2.8169 0.119
C 1.1495 0.5700 0.1602 -0.337
Ge 0.0586 1.9992 -0.4183 0.850
C -1.6981 2.4448 0.5053 -0.250
C -1.8223 3.4758 1.4395 -0.123
C -2.9183 3.5670 2.2888 -0.125
C -3.9338 2.6225 2.2214 -0.130
C -3.8413 1.5922 1.2931 -0.103
C -2.7338 1.5023 0.4647 -0.137
C -0.4439 2.0203 -2.3427 -0.254
C 0.5557 2.0855 -3.3105 -0.118
C 0.2579 2.0676 -4.6642 -0.107
C -1.0591 1.9553 -5.0839 -0.124
C -2.0726 1.8935 -4.1385 -0.109
C -1.7639 1.9480 -2.7852 -0.106
C 1.1243 3.7146 -0.2600 -0.257
C 2.4375 3.6310 0.2012 -0.121
C 3.2581 4.7481 0.2774 -0.120
C 2.7807 5.9906 -0.1261 -0.139
C 1.4800 6.0960 -0.5983 -0.127
C 0.6669 4.9700 -0.6616 -0.126
H 1.6187 0.9163 1.1013 -0.095
H -1.0368 4.2244 1.5020 0.082
H -2.9799 4.3732 3.0140 0.083
H -4.7804 2.6776 2.8974 0.083
H -4.6212 0.8398 1.2414 0.094
H -2.6584 0.6605 -0.2192 0.096
H 1.5938 2.1330 -2.9941 0.092
H 1.0552 2.1105 -5.3981 0.091
H -1.2967 1.8912 -6.1404 0.084
H -3.1063 1.7957 -4.4539 0.087
H -2.5700 1.9239 -2.0627 0.074
H 2.8077 2.6509 0.4901 0.070
H 4.2753 4.6554 0.6454 0.084
H 3.4203 6.8658 -0.0782 0.080
H 1.1051 7.0621 -0.9231 0.084
H -0.3492 5.0673 -1.0352 0.098
```

The energy relative to the best compared isomer or geometry (same formula, charge and spin) is 0.535 eV. The charge is -2. As for the multiplicity: 1. The HOMO energy is -0.05 eV.



No. 2
The following is a DFT calculation (ωB97M-V/def2-TZVPD) of a structure of composition C37H37GeN2O2PdS2 in a non-equilibrium geometry.

The geometry in XYZ format:
```
82
Properties=species:S:1:pos:R:3:lowdin_charge:R:1
Pd -1.0375 -1.1367 0.8406 0.531
C 0.6292 -3.5262 -1.0537 -0.103
N -0.1371 -3.5282 0.1837 -0.192
C -1.3484 -4.3466 0.0850 -0.192
C -2.3606 -3.8292 -0.9487 -0.169
N -2.6861 -2.4257 -0.7377 -0.208
C -3.8055 -2.1966 0.1750 -0.088
C -2.8434 -1.7113 -1.9741 -0.289
C -3.8485 -2.0282 -2.8751 -0.042
C -3.9515 -1.3696 -4.0891 -0.105
C -3.0540 -0.3588 -4.4033 -0.104
C -2.0599 -0.0236 -3.5118 -0.117
C -1.9214 -0.7032 -2.2968 -0.552
S -0.5533 -0.3436 -1.3075 0.751
C 0.6033 -3.8875 1.3558 -0.279
C 1.7645 -4.6441 1.3225 -0.044
C 2.4475 -4.9746 2.4836 -0.107
C 1.9561 -4.5706 3.7133 -0.111
C 0.8002 -3.8220 3.7695 -0.132
C 0.1198 -3.4555 2.6094 -0.611
S -1.3609 -2.5564 2.7568 0.652
H 0.6767 -4.5224 -1.5183 0.092
H 1.6387 -3.1717 -0.8518 0.088
H 0.1716 -2.8273 -1.7550 0.037
H -1.8276 -4.3513 1.0691 0.069
H -1.0891 -5.3876 -0.1862 0.129
H -3.2553 -4.4718 -0.8873 0.125
H -1.9416 -3.9337 -1.9542 0.122
H -4.7493 -2.6149 -0.2120 0.082
H -3.9191 -1.1147 0.3203 0.101
H -3.5811 -2.6487 1.1454 0.039
H -4.5652 -2.8038 -2.6302 0.110
H -4.7199 -1.6533 -4.7938 0.091
H -3.1323 0.1621 -5.3485 0.096
H -1.3457 0.7557 -3.7319 0.094
H 2.1437 -5.0110 0.3793 0.100
H 3.3504 -5.5653 2.4242 0.091
H 2.4590 -4.8458 4.6292 0.094
H 0.3938 -3.4954 4.7152 0.093
O -1.3438 1.6014 3.9966 0.001
C -0.8709 1.0354 3.0175 -0.728
O -1.5174 0.7349 1.9701 -0.138
C 0.6582 0.7055 3.0697 -0.188
C 1.3386 0.4871 1.7261 -0.284
Ge 1.1762 2.0760 0.4923 1.053
C -0.5795 2.9615 0.2073 -0.273
C -1.2210 2.9065 -1.0207 -0.143
C -2.4745 3.4666 -1.1889 -0.092
C -3.1053 4.0804 -0.1204 -0.101
C -2.4686 4.1478 1.1072 -0.081
C -1.2062 3.6081 1.2632 -0.113
C 1.9516 1.6564 -1.3061 -0.298
C 1.9261 2.6094 -2.3160 -0.124
C 2.3050 2.2887 -3.6072 -0.099
C 2.7265 1.0054 -3.9063 -0.106
C 2.7969 0.0571 -2.9008 -0.103
C 2.4118 0.3833 -1.6136 -0.182
C 2.3672 3.4956 1.2417 -0.251
C 3.3490 3.2237 2.1840 -0.111
C 4.2186 4.2077 2.6198 -0.101
C 4.1298 5.4884 2.1037 -0.110
C 3.1506 5.7803 1.1689 -0.100
C 2.2761 4.7930 0.7544 -0.116
H 0.7635 -0.1949 3.6873 0.103
H 1.1193 1.5362 3.6124 0.099
H 0.9176 -0.4154 1.2258 0.002
H 2.4042 0.2908 1.8793 0.063
H -0.7393 2.4051 -1.8495 0.056
H -2.9621 3.4036 -2.1541 0.096
H -4.0948 4.5004 -0.2480 0.092
H -2.9631 4.6036 1.9527 0.101
H -0.7150 3.6634 2.2235 0.105
H 1.5951 3.6144 -2.0884 0.095
H 2.2537 3.0355 -4.3882 0.095
H 2.9939 0.7436 -4.9213 0.093
H 3.1303 -0.9458 -3.1289 0.097
H 2.4371 -0.3708 -0.8378 0.083
H 3.4377 2.2251 2.5879 0.087
H 4.9725 3.9788 3.3618 0.096
H 4.8197 6.2565 2.4289 0.093
H 3.0749 6.7815 0.7652 0.096
H 1.4996 5.0271 0.0378 0.093
```

The charge is -1. As for the multiplicity: 1. The HOMO energy is -4.81 eV.